ORCA calculation (ωB97M-V with the def2-TZVPD basis set) on C30H52As3BrN2O3Pd as an isolated structure in a non-equilibrium geometry.

Values from the calculation:
HOMO-LUMO gap (alpha / beta)	0.200 / 0.200	hartree
LUMO energy (alpha / beta)	-1.66 / -1.66	eV
total energy	-10918.716038	Ha
total charge	0
2S+1	1

XYZ file:
```
92
Properties=species:S:1:pos:R:3:forces:R:3
Pd -0.37083 0.23018 -0.84038 2.03 -3.72 -0.91
C 6.25287 0.40258 4.05332 -0.24 0.00 0.01
C 4.73337 0.36328 4.23922 0.03 0.01 0.19
C 4.32297 1.60598 5.04042 0.14 -0.14 -0.04
C 4.38177 -0.90802 5.02392 0.13 0.17 -0.02
C 3.97867 0.34758 2.92362 -0.08 0.03 -0.18
C 2.58657 0.37158 2.92942 0.06 -0.03 0.00
C 1.91447 0.30538 1.73732 0.48 -0.10 -0.60
Br -0.01443 0.37098 1.75172 -0.25 0.03 -0.38
C 2.51567 0.18728 0.45352 0.44 0.50 1.69
O 1.81787 0.02928 -0.59378 -1.66 0.07 -1.65
C 3.94877 0.26958 0.46652 -0.69 0.02 -0.19
C 4.60617 0.32188 1.68122 -0.22 -0.10 0.32
C 4.79407 0.33808 -0.80178 0.14 -0.07 -0.17
C 5.73327 -0.87872 -0.85748 -0.11 0.20 -0.01
C 5.61987 1.63748 -0.76918 -0.09 -0.19 -0.04
C 3.96917 0.35418 -2.08998 0.02 0.04 -0.03
H 6.73237 0.41958 5.03082 0.04 0.00 0.07
H 6.55687 1.29808 3.51472 0.09 0.06 -0.08
H 6.61277 -0.47692 3.52222 0.06 -0.04 -0.09
H 4.88697 1.65748 5.96842 0.07 0.02 0.18
H 3.26657 1.59278 5.29202 -0.15 0.02 0.02
H 4.52877 2.50498 4.46302 -0.01 0.11 -0.03
H 4.91477 -0.92182 5.97162 0.07 -0.02 0.19
H 4.66977 -1.79132 4.45732 -0.01 -0.10 -0.05
H 3.31707 -0.96382 5.23292 -0.15 -0.03 0.01
H 2.02857 0.44818 3.84822 -0.06 -0.02 0.19
H 5.68127 0.34378 1.65532 0.21 0.02 0.00
H 6.43227 -0.89072 -0.02488 0.07 -0.03 0.12
H 6.31117 -0.85962 -1.77928 0.10 0.00 -0.13
H 5.15507 -1.80042 -0.83618 -0.04 -0.10 0.01
H 6.30537 1.67198 0.07382 0.06 0.00 0.11
H 4.95737 2.49888 -0.70468 -0.04 0.09 0.00
H 6.20697 1.72178 -1.68138 0.09 0.02 -0.12
H 3.43467 -0.58312 -2.22298 -0.08 0.02 -0.06
H 4.63207 0.49578 -2.94288 0.20 0.01 -0.06
H 3.24577 1.16618 -2.07898 -0.05 -0.02 -0.10
C -3.58273 -2.37462 -1.87548 0.32 0.27 -0.40
As -2.36533 -1.29132 -0.75868 -0.27 -0.22 1.02
C -1.62333 -2.77392 0.26522 0.26 -0.12 -0.01
C -3.63853 -0.70502 0.66432 0.27 0.13 -0.15
C -4.67143 0.39808 0.41952 0.15 -0.05 -0.21
C -5.46293 0.15188 -0.85988 0.15 -0.03 0.12
C -3.99753 1.78688 0.39622 0.08 0.17 -0.16
As -3.33183 2.84158 -1.21348 -0.08 0.02 0.09
C -3.02673 1.67948 -2.79168 -0.14 -0.22 0.21
C -1.44443 2.85598 -0.69088 0.16 -0.06 -0.18
C -5.63733 0.42588 1.61802 -0.23 -0.15 0.16
As -6.58373 -1.13312 2.47302 0.20 -0.06 -0.02
C -5.12513 -1.82362 3.62252 -0.11 -0.01 -0.08
C -6.64763 -2.64182 1.18042 0.04 0.20 0.04
H -4.40813 -2.73812 -1.26308 0.09 0.19 0.17
H -2.99963 -3.21492 -2.24548 0.08 0.10 0.02
H -3.98513 -1.83282 -2.73158 0.08 0.04 0.10
H -2.41673 -3.39162 0.69472 -0.04 0.13 -0.11
H -0.98223 -2.40982 1.06992 -0.09 0.05 -0.10
H -1.01933 -3.37652 -0.41398 -0.04 0.09 0.01
H -3.01333 -0.39962 1.51442 -0.03 -0.20 -0.07
H -4.16793 -1.61332 0.95212 0.17 -0.08 -0.06
H -4.77943 0.08098 -1.70428 -0.16 0.06 -0.12
H -6.16223 0.97028 -1.03458 -0.04 0.01 -0.06
H -6.02273 -0.77832 -0.78688 -0.09 -0.08 -0.08
H -3.15013 1.76438 1.08872 0.01 0.09 -0.02
H -4.71283 2.50218 0.82172 0.12 -0.04 -0.15
H -3.92503 1.57258 -3.39618 -0.10 0.00 0.08
H -2.62883 0.69388 -2.53258 -0.06 0.24 -0.16
H -2.28093 2.20258 -3.39248 0.05 0.04 0.10
H -0.86913 3.45908 -1.39768 -0.08 -0.15 0.09
H -1.05883 1.79928 -0.75758 -0.76 2.06 0.11
H -1.28723 3.24158 0.31612 -0.12 -0.04 0.01
H -6.44863 1.11988 1.37032 0.06 -0.04 0.07
H -5.11593 0.86298 2.47722 -0.06 -0.03 0.04
H -4.67523 -0.99362 4.16612 -0.03 0.05 0.00
H -4.34123 -2.34482 3.07742 0.03 0.00 -0.11
H -5.54853 -2.51222 4.35482 -0.04 0.04 -0.05
H -7.29413 -2.39452 0.34042 -0.03 0.05 -0.01
H -7.09603 -3.48862 1.70152 -0.01 0.08 0.08
H -5.67903 -2.96082 0.80232 0.08 0.03 -0.01
C 0.65577 2.02628 -5.67258 0.14 0.48 0.01
N 0.37227 0.79838 -4.97148 -0.01 -0.17 0.42
C 0.15977 -0.38412 -5.60518 -0.10 -0.41 -0.04
C -0.18293 -1.50562 -4.94088 0.06 0.07 -0.05
C -0.37743 -1.43992 -3.50168 -0.16 -0.64 0.07
O -0.79563 -2.37042 -2.80648 -0.04 -0.13 -0.27
N -0.09533 -0.24612 -2.94108 -0.55 0.37 2.47
C 0.26947 0.86458 -3.58118 0.12 1.30 -0.20
O 0.44447 1.92148 -2.97848 0.15 -0.04 -0.58
H 0.47417 1.89338 -6.73498 0.01 -0.07 -0.04
H 1.68827 2.33808 -5.50648 -0.03 -0.01 -0.05
H 0.00887 2.81468 -5.28538 0.05 -0.04 -0.09
H 0.27237 -0.36262 -6.68198 0.01 -0.01 0.03
H -0.35373 -2.44482 -5.43958 0.00 0.00 -0.07
```
Forces are in eV/Å.

These are the Mulliken partial charges, in e, on atoms 1 to 8: Pd -0.4955; C -2.0916; C 2.0580; C -1.6847; C -1.6768; C -0.0819; C -0.5543; C 0.2280

---

ORCA calculation (ωB97M-V with the def2-TZVPD basis set) on a 10-piece molecular cluster, C19H31Cl2F4N5O22 overall in a non-equilibrium geometry.

Values from the calculation:
HOMO-LUMO gap	0.395	hartree
LUMO energy	-0.19	eV
total energy	-3990.883525	Ha
total charge	0
2S+1	1
SMILES	O=C1OC[C@@H](F)O1.O=C1OC[C@@H](F)O1.O=C1OC[C@@H](F)O1.O=C1OC[C@@H](F)O1.C[N+](=O)[O-].C[N+](=O)[O-].C[N+](=O)[O-].C[N+](=O)[O-].C[N+](=O)[O-].ClCCCl

XYZ file:
```
83
Properties=species:S:1:pos:R:3:forces:R:3
O 12.25878 -7.45798 -30.61551 -0.54 -1.32 -3.48
C 12.14764 -7.76251 -31.81589 1.63 3.35 6.32
O 11.73749 -8.82870 -32.32578 -1.62 -4.65 -0.91
C 11.87105 -8.80633 -33.72891 0.10 0.29 -1.89
C 11.91559 -7.25863 -33.96989 -0.50 -4.30 0.49
F 10.57212 -6.98703 -33.96564 -0.13 1.62 0.09
O 12.54447 -6.93524 -32.76031 0.44 3.71 -2.55
H 12.72904 -9.35195 -34.12166 0.55 0.17 0.67
H 11.04027 -9.28369 -34.24855 -0.39 0.29 0.54
H 12.33673 -7.00774 -34.94344 0.47 0.85 0.71
O 22.65040 1.04384 -28.36478 0.51 -2.16 0.95
C 22.22641 2.12656 -28.40432 -1.64 1.23 0.45
O 21.25351 2.71151 -27.69108 -2.08 -1.76 2.82
C 21.17114 4.10311 -27.91780 -0.32 -0.58 -1.24
C 21.57696 4.02722 -29.42385 0.66 0.57 4.26
F 22.09204 5.22302 -29.70907 0.61 0.23 -1.51
O 22.58457 3.01690 -29.26193 1.63 2.70 -4.71
H 20.19325 4.57547 -27.82446 -0.33 -0.81 0.26
H 21.81770 4.55738 -27.16700 0.52 0.55 -0.78
H 20.72971 3.71881 -30.03635 0.42 0.04 -0.51
O 13.33732 -2.15702 -40.72362 -2.43 1.31 -1.62
C 12.30964 -1.86705 -41.33648 7.35 -2.41 -1.88
O 12.21819 -1.80936 -42.72071 1.76 -0.11 1.76
C 10.88466 -1.62615 -43.03319 -0.92 -0.33 -2.12
C 10.10584 -1.93607 -41.74887 0.46 1.78 -0.46
F 9.60389 -3.17939 -41.69205 0.42 -0.57 0.06
O 11.17897 -1.72096 -40.86128 -5.32 0.11 4.16
H 10.79344 -0.63571 -43.47907 -0.62 0.24 0.49
H 10.72340 -2.32890 -43.85066 -0.73 -0.13 0.15
H 9.32245 -1.26869 -41.38967 0.02 0.11 -0.53
O 17.54096 6.08174 -44.18937 -0.26 -1.92 0.23
C 17.97182 5.17106 -43.52957 0.04 3.22 0.59
O 17.32746 4.49595 -42.57296 -2.62 -0.31 1.01
C 18.11881 3.61337 -41.76780 1.27 0.73 -1.36
C 19.44351 3.94251 -42.44431 1.50 -1.33 -1.82
F 19.69938 2.86530 -43.27441 0.78 -0.90 0.34
O 19.28526 4.96908 -43.38912 0.21 -0.38 0.97
H 18.26330 3.71852 -40.69254 -1.08 1.13 0.07
H 17.76913 2.59382 -41.93005 0.36 0.06 -0.29
H 20.34062 4.18745 -41.87572 -0.23 -0.29 0.26
C 15.62581 -0.96824 -25.21011 0.48 -1.04 0.13
N 14.35117 -0.62630 -24.54721 -0.21 -0.02 0.07
O 14.05152 0.55225 -24.40030 0.02 -1.22 0.11
O 13.67861 -1.62064 -24.29088 -0.25 1.38 0.29
H 15.72712 -2.03129 -24.99154 0.01 0.06 -0.51
H 16.52359 -0.51678 -24.78788 -0.51 0.76 -0.19
H 15.43596 -0.78886 -26.26835 0.46 0.09 0.11
C 10.45008 4.98177 -40.37873 0.00 0.13 -0.20
N 11.28396 4.78675 -39.17017 1.64 3.38 -1.29
O 12.19298 5.62963 -39.07668 -0.67 -1.25 0.46
O 11.05441 3.90392 -38.42005 -0.35 -1.43 1.12
H 9.41839 4.83113 -40.06089 0.13 -0.40 -0.54
H 10.89862 4.30891 -41.10960 -0.70 -0.37 0.01
H 10.61267 5.98245 -40.77913 -0.05 -0.06 0.44
C 19.48512 -5.29174 -32.23864 0.95 1.12 1.08
N 19.08415 -6.67723 -32.27385 -2.25 -1.10 -5.34
O 18.74751 -7.05249 -33.45499 1.25 0.50 2.56
O 18.83063 -7.30287 -31.30414 0.46 -0.56 1.62
H 18.57912 -4.75260 -32.51541 0.22 0.19 0.33
H 20.28998 -5.01916 -32.92128 -0.25 -0.59 -0.23
H 19.84921 -5.12571 -31.22477 -0.38 0.43 -0.02
C 14.39690 -0.04088 -33.85701 -0.44 0.51 -0.11
N 15.44610 0.89985 -33.38672 1.64 1.63 -0.88
O 15.77198 1.90377 -34.07026 -1.16 -2.22 1.24
O 15.98465 0.59650 -32.33834 -0.27 0.29 -0.29
H 14.54588 -0.94379 -33.26485 -0.20 0.08 -0.42
H 14.41741 -0.13849 -34.94244 0.43 -0.16 0.20
H 13.44429 0.44146 -33.63797 0.00 -0.11 0.25
C 18.67613 8.40372 -36.09970 -1.04 -0.02 0.78
N 19.65408 8.71211 -37.15443 0.52 -0.94 -2.45
O 19.23316 8.50578 -38.31013 0.52 0.50 1.60
O 20.79426 9.07448 -36.92009 -1.06 -0.08 0.56
H 18.30025 9.34687 -35.70313 0.15 0.01 -0.04
H 19.03730 7.79475 -35.27096 0.68 0.26 -0.29
H 17.84849 7.85994 -36.55513 0.22 0.25 -0.16
Cl 3.62722 2.92265 -33.08967 0.28 -1.09 -0.21
C 4.38636 1.25268 -33.00870 -0.77 0.11 1.64
C 5.44667 1.08859 -34.03612 -0.30 -0.16 -0.28
Cl 6.40137 -0.39556 -33.64823 -0.17 0.56 -0.18
H 3.66242 0.44827 -33.13882 -0.48 0.48 -0.19
H 4.69601 1.12997 -31.97084 0.43 0.32 -0.16
H 6.06899 1.97999 -34.11501 0.18 -0.40 -0.14
H 4.85497 0.87744 -34.92686 0.83 0.19 -0.49
```
Forces are in eV/Å.

These are the Mulliken partial charges, in e, on atoms 1 to 8: O -0.5982; C 0.7193; O -0.2878; C -0.4939; C 0.2372; F -0.2799; O -0.2978; H 0.3092

---

Look up the total charge of the second one. 0